Below is a cluster of 2 separate species, C7H13Cl2O5P in total, with properties calculated with wB97M-V/def2-TZVPD.

Positions of all 28 atoms, in Å:
C1 1.5583 -0.1482 3.6164
C2 0.3859 -0.3958 3.6208
C3 -1.0715 -0.6220 3.4850
O1 -1.4260 -0.8652 2.1134
P1 -1.6539 0.4136 1.1746
O2 -2.4022 0.0682 -0.0385
O3 -2.3852 1.5420 2.0524
O4 -0.2122 1.1108 0.8631
O5 0.1040 0.9310 -0.5340
C4 1.5320 0.7842 -0.5986
C5 2.0082 1.2354 -1.9720
C6 2.0447 0.0624 -2.9826
H1 2.5682 0.1545 3.4837
H2 -1.5855 0.2415 3.9062
H3 -1.3608 -1.5000 4.0565
H4 -3.2851 1.5649 1.7009
H5 1.9580 1.4253 0.1728
H6 1.7815 -0.2632 -0.4197
H7 1.4324 2.0706 -2.3658
H8 3.0338 1.5894 -1.8434
H9 1.0824 -0.0248 -3.4817
H10 2.2812 -0.8421 -2.4279
H11 2.8129 0.2346 -3.7343
Cl1 -0.4090 -2.6452 -2.1324
C7 -1.8394 -1.6030 -1.9894
Cl2 -3.2802 -2.5330 -1.5649
H12 -1.6635 -0.8629 -1.2146
H13 -2.0089 -1.1228 -2.9459

Summary:
LUMO = 0.46 eV
Frontier orbital gap = 10.4 eV
Highest occupied orbital energy = -9.9 eV


Below is a structure of composition C14H23Cl2O2P2Tl, with properties calculated with wB97M-V/def2-TZVPD.

Positions of all 44 atoms, in Å:
C1 -0.5255 -4.3899 -5.2775
C2 -1.1189 -3.4534 -4.1806
H1 -1.3845 -4.8787 -5.8424
H2 0.2207 -5.0448 -4.7185
H3 0.1409 -3.6915 -5.8705
O1 -1.9909 -2.5445 -4.0957
Cl1 2.1146 -2.4968 -3.4333
Tl1 0.2458 -2.7924 -1.9404
P1 -0.3905 1.8260 -2.1516
C3 -1.6521 3.1058 -2.5949
C4 1.0231 3.0090 -2.1836
H4 0.5398 0.3941 -3.8895
H5 -0.1361 1.9354 -4.5453
H6 -1.2281 0.5965 -4.0657
C5 -0.2853 1.1092 -3.8386
H7 1.9570 2.4428 -2.1761
H8 0.9502 3.6407 -3.0806
H9 -1.2842 3.6958 -3.4499
H10 -1.8098 3.7709 -1.7371
H11 0.9701 3.6398 -1.2860
H12 -2.6001 2.6243 -2.8646
C6 -2.3075 1.1261 -0.4380
O2 -3.1988 0.9340 0.2570
Cl2 1.2748 0.0061 -1.2621
C7 -0.8720 -1.1637 1.8602
P2 0.8608 -0.5479 1.9778
C8 0.6601 1.2166 1.5381
C9 0.9887 -0.4513 3.7865
C10 1.8094 -1.3592 4.4409
C11 1.8753 -1.3664 5.8068
C12 1.1364 -0.4866 6.5892
C13 0.2933 0.4527 5.9485
C14 0.1909 0.5011 4.5332
H13 -1.2701 -0.9192 0.8572
H14 -1.4955 -0.7147 2.6593
H15 -0.8873 -2.2638 1.9904
H16 0.7426 1.8874 2.4105
H17 1.4760 1.4512 0.8189
H18 -0.3014 1.3962 1.0027
H19 2.3764 -2.0308 3.8462
H20 2.5090 -2.0886 6.3264
H21 1.1610 -0.4845 7.6801
H22 -0.3163 1.1954 6.5396
H23 -0.4622 1.2114 4.0531

Summary:
LUMO (alpha / beta) = -9.38 / -9.39 eV
Total charge = +2
ΔE to the lowest compared entry with this formula, charge and spin = 0.0 kcal/mol
Frontier orbital gap (alpha / beta) = 5.5 / 5.0 eV
Highest occupied orbital energy (alpha / beta) = -14.9 / -14.4 eV


Below is an isolated molecule of C4H8N2, with properties calculated with wB97M-V/def2-TZVPD.

Positions of all 14 atoms, in Å:
C1 -1.0788 0.0429 2.4039
N1 -0.1002 0.3997 1.5559
N2 -0.0286 -0.4741 0.4796
C2 -0.9639 -0.1292 -0.6086
C3 0.4394 0.3873 -0.5601
C4 1.4913 -0.1425 -1.5935
H1 -1.1381 0.8000 3.2415
H2 -1.5771 -1.0915 2.2939
H3 -1.1781 -1.0311 -1.1971
H4 -1.6615 0.7897 -0.4583
H5 0.5682 1.3950 -0.1009
H6 1.4773 -1.2876 -1.4226
H7 1.2469 0.0749 -2.6328
H8 2.5031 0.2665 -1.4010

Summary:
LUMO = 1.04 eV
ΔE to the lowest compared entry with this formula, charge and spin = 90.0 kcal/mol
Frontier orbital gap = 10.0 eV
Highest occupied orbital energy = -9.0 eV


Below is a structure of composition C14H25CrI2OP2, with properties calculated with wB97M-V/def2-TZVPD.

Positions of all 45 atoms, in Å:
I1 -4.7276 2.2722 -2.3208
I2 -3.3792 0.3299 -3.7567
Cr1 -0.7148 0.1645 -0.5186
P1 0.2983 1.6244 -1.8936
C1 1.2795 0.8578 -3.2146
C2 -0.6786 2.8331 -2.8762
H1 -0.0342 3.4719 -3.5096
H2 2.0812 3.2972 -1.7769
H3 -1.2777 3.4854 -2.2237
H4 1.0549 3.2969 -0.3144
H5 0.6330 0.3213 -3.9094
H6 -1.3890 2.3166 -3.5491
C3 1.5340 2.6618 -1.0669
H7 1.8660 1.5807 -3.7899
H8 2.2552 2.0140 -0.5561
H9 1.9738 0.1322 -2.7917
P2 -2.3458 -0.6140 0.7546
C4 -2.5679 -2.4004 0.6211
C5 -2.0042 -0.3469 2.5033
H10 -4.1347 1.0823 0.6328
H11 -4.7620 -0.4854 1.2054
H12 -4.4285 -0.2212 -0.5140
C6 -4.0572 -0.0070 0.5029
H13 -1.9833 0.7235 2.7265
H14 -2.7700 -0.8262 3.1220
H15 -3.2875 -2.7826 1.3483
H16 -1.6164 -2.9055 0.7886
H17 -1.0293 -0.7669 2.7729
H18 -2.9119 -2.6765 -0.3760
C7 -0.9938 -1.0858 -1.9464
O1 -0.7971 -2.0635 -2.5985
C8 1.1193 -0.6603 0.1467
C9 1.9883 -0.7305 1.3830
C10 1.8367 -1.7199 2.3955
C11 2.9658 -2.1524 3.1412
C12 4.1905 -1.4867 3.0825
C13 4.2752 -0.3655 2.2693
C14 3.1516 0.0889 1.5067
H19 1.7494 -0.8704 -0.7316
H20 0.3014 -1.3951 0.3188
H21 0.8537 -2.1840 2.6043
H22 2.9205 -3.0713 3.7127
H23 5.0958 -1.9347 3.4845
H24 5.2379 0.1248 2.1667
H25 3.2287 1.0735 1.0442

Summary:
LUMO (alpha / beta) = -8.19 / -9.21 eV
Total charge = +2
<S²> = 3.978
Frontier orbital gap (alpha / beta) = 6.8 / 5.3 eV
Highest occupied orbital energy (alpha / beta) = -15.0 / -14.6 eV
2S+1 = 4


Below is a cluster of 2 separate species, CH5IN2 in total, with properties calculated with wB97M-V/def2-TZVPD.

Positions of all 9 atoms, in Å:
C1 -0.1862 0.8218 -0.1260
N1 0.0668 -0.3662 0.6441
N2 1.7486 -1.1623 0.0079
I1 3.1495 0.2633 -0.1931
H1 -1.1986 0.8614 0.2429
H2 0.5617 1.5077 0.1098
H3 -0.0177 0.5891 -1.2339
H4 -0.6354 -1.0639 0.5319
H5 1.9024 -1.8519 0.8487

Summary:
LUMO (alpha / beta) = 0.23 / -1.44 eV
ΔE to the lowest compared entry with this formula, charge and spin = 48.5 kcal/mol
<S²> = 2.012
Frontier orbital gap (alpha / beta) = 7.3 / 7.4 eV
Highest occupied orbital energy (alpha / beta) = -7.0 / -8.9 eV
2S+1 = 3


Below is a structure of composition C11H23ClNO6P2Tl, with properties calculated with wB97M-V/def2-TZVPD.

Positions of all 45 atoms, in Å:
Tl1 0.4705 1.6762 0.6618
P1 2.1306 -0.5897 0.1073
C1 2.3685 -0.9011 -1.6980
C2 1.1045 -1.4625 -2.3247
N1 -0.0398 -0.9973 -1.8102
C3 -1.2081 -1.3564 -2.3449
C4 -1.2936 -2.2472 -3.4336
C5 -0.1073 -2.7457 -3.9737
C6 1.1119 -2.3550 -3.4084
C7 -2.4573 -0.7721 -1.7110
P2 -2.0341 0.7288 -0.7357
H1 2.0613 -2.7286 -3.7912
H2 -2.2698 -2.5341 -3.8268
H3 -0.1353 -3.4334 -4.8211
H4 -3.2036 -0.5324 -2.4829
H5 -2.8956 -1.4982 -1.0070
H6 2.5278 0.1369 -2.0918
H7 3.2543 -1.5376 -1.8850
H8 0.6994 3.2757 -1.8511
O1 1.2967 2.4719 -1.9064
H9 2.0875 2.7475 -2.3949
H10 -0.2601 4.1230 -0.2062
O2 -0.4527 4.3105 -1.1496
H11 -0.8042 5.2170 -1.1566
C8 -2.3698 1.9694 -2.0408
H12 -3.3963 1.8141 -2.4091
H13 -2.2310 2.9903 -1.6542
H14 -1.6498 1.8118 -2.8579
C9 -3.5169 0.8958 0.3009
H15 -3.4431 1.8265 0.8773
H16 -4.4278 0.9090 -0.3102
H17 -3.5394 0.0561 1.0076
C10 1.7805 -2.2219 0.8227
H18 2.6118 -2.9122 0.6144
H19 1.6418 -2.0954 1.9099
H20 0.8512 -2.6187 0.3956
C11 3.8239 -0.2910 0.7057
H21 3.7465 -0.0627 1.7768
H22 4.4583 -1.1721 0.5547
H23 4.2472 0.5754 0.1847
O3 0.0524 1.3647 3.2770
Cl1 -0.1111 -0.1106 3.3750
O4 1.2114 -0.7246 3.4660
O5 -0.9279 -0.4290 4.5220
O6 -0.7641 -0.5699 2.1190

Summary:
LUMO (alpha / beta) = -10.80 / -10.78 eV
Total charge = +2
ΔE to the lowest compared entry with this formula, charge and spin = 0.0 kcal/mol
Frontier orbital gap (alpha / beta) = 5.1 / 5.2 eV
Highest occupied orbital energy (alpha / beta) = -15.9 / -15.9 eV


Below is an isolated molecule of C22H23N3O7S, with properties calculated with wB97M-V/def2-TZVPD.

Positions of all 56 atoms, in Å:
C1 3.2119 -1.0222 4.8881
C2 2.4737 -0.2435 3.8020
N1 1.9862 -1.0441 2.6971
C3 2.8424 -1.3272 1.5673
C4 3.9903 -2.3017 1.8238
S1 0.8284 -2.2047 3.0427
O1 1.3347 -3.5295 2.8182
O2 0.2645 -1.8900 4.3207
C5 -0.3744 -1.8283 1.7731
C6 -0.3665 -2.5146 0.5718
C7 -1.2419 -2.1428 -0.4306
C8 -2.1395 -1.0939 -0.2223
N2 -2.9472 -0.7137 -1.2966
C9 -3.9594 0.1911 -1.3066
O3 -4.4792 0.6807 -0.3340
C10 -4.3755 0.5745 -2.7354
O4 -3.2418 1.1800 -3.3540
C11 -2.8268 0.7229 -4.5386
O5 -3.3798 -0.1200 -5.1841
C12 -1.5340 1.4316 -4.9368
N3 -0.7555 1.7334 -3.7624
C13 -0.4319 0.7592 -2.8329
O6 -0.6546 -0.4190 -2.9796
C14 0.1606 1.4795 -1.6873
C15 0.6445 1.0114 -0.4840
C16 1.0848 1.9502 0.4444
C17 1.0512 3.3065 0.1610
C18 0.5700 3.7785 -1.0581
C19 0.1204 2.8495 -1.9725
C20 -0.4904 3.0272 -3.3113
O7 -0.7379 4.0262 -3.9306
C21 -2.1710 -0.4399 1.0088
C22 -1.2757 -0.8050 1.9971
H1 4.1306 -1.4628 4.5137
H2 3.4553 -0.3537 5.7107
H3 2.5670 -1.8142 5.2575
H4 3.1152 0.5400 3.3864
H5 1.5919 0.2225 4.2496
H6 2.1880 -1.7486 0.8001
H7 3.2342 -0.3738 1.1938
H8 4.4500 -2.5737 0.8765
H9 4.7520 -1.8560 2.4573
H10 3.6019 -3.1978 2.2989
H11 0.3197 -3.3369 0.4416
H12 -1.2230 -2.6473 -1.3844
H13 -2.6362 -1.0875 -2.1862
H14 -5.1803 1.3120 -2.6874
H15 -4.6955 -0.2954 -3.3197
H16 -1.7696 2.3795 -5.4306
H17 -0.9806 0.7854 -5.6241
H18 0.6716 -0.0438 -0.2667
H19 1.4479 1.6074 1.4014
H20 1.3980 4.0127 0.9003
H21 0.5368 4.8334 -1.2809
H22 -2.8855 0.3479 1.1783
H23 -1.2703 -0.3118 2.9554

Summary:
LUMO = -0.85 eV
ΔE to the lowest compared entry with this formula, charge and spin = 0.0 kcal/mol
Frontier orbital gap = 8.1 eV
Highest occupied orbital energy = -9.0 eV


Below is an isolated molecule of C5H6N2O2, with properties calculated with wB97M-V/def2-TZVPD.

Positions of all 15 atoms, in Å:
C1 0.7537 -0.3076 1.8472
C2 0.3959 0.7676 0.7615
O1 -0.0612 2.0525 0.1001
N1 -0.3312 1.4711 -1.2013
C3 -0.6377 0.2433 -0.9598
N2 -0.2780 -1.0489 -1.5544
O2 0.6118 -1.5642 -0.4700
C4 0.0059 -1.2553 0.8401
C5 -0.7759 -0.0994 0.4520
H1 1.8250 -0.3615 1.9777
H2 0.1461 -0.2988 2.7429
H3 1.2509 0.5491 0.0858
H4 0.2998 -0.8767 -2.3989
H5 -0.4285 -2.1939 1.2209
H6 -1.6861 0.2286 0.9754

Summary:
LUMO = 0.29 eV
ΔE to the lowest compared entry with this formula, charge and spin = 203.6 kcal/mol
Frontier orbital gap = 9.3 eV
Highest occupied orbital energy = -9.0 eV


Below is a structure of composition C9H15Yb, with properties calculated with wB97M-V/def2-TZVPD.

Positions of all 25 atoms, in Å:
C1 0.3707 -3.6035 2.4231
C2 -0.1104 -2.6470 1.6377
C3 -0.9639 -1.6670 0.6704
C4 -0.2300 -1.7111 -0.7647
C5 0.1390 -0.2517 -1.3287
C6 -1.1617 0.5571 -1.8815
C7 1.0502 0.5917 -0.2941
C8 1.2441 2.1487 -0.6729
C9 0.0576 2.9878 0.0678
H1 0.4396 -4.4865 3.1769
H2 -1.0509 -0.6268 1.1434
H3 -2.0472 -2.0810 0.5998
H4 0.8018 -2.2220 -0.5792
H5 0.8035 -0.4295 -2.2690
H6 -0.8763 1.5607 -2.3949
H7 -1.9951 0.6824 -1.1047
H8 -1.5900 -0.1011 -2.7412
H9 2.1130 0.1140 -0.3383
H10 0.7164 0.5437 0.8018
H11 2.2269 2.4890 -0.1489
H12 1.3317 2.3637 -1.7942
H13 -0.7710 2.2218 0.3575
H14 0.3934 3.4732 1.0500
H15 -0.4069 3.7973 -0.6018
Yb1 -0.4843 -3.7040 4.9854

Summary:
LUMO = -6.45 eV
Total charge = +1
Frontier orbital gap = 2.5 eV
Highest occupied orbital energy = -9.0 eV


Below is an isolated molecule of C24H22FN3O5S, with properties calculated with wB97M-V/def2-TZVPD.

Positions of all 56 atoms, in Å:
O1 -1.6840 -2.5663 0.9691
C1 -0.6590 -1.9289 0.8914
C2 -0.5704 -0.4333 1.1547
N1 -0.3861 0.2522 -0.1028
C3 -0.0096 1.6492 -0.0584
C4 1.4778 1.8235 -0.2388
C5 2.1146 1.1439 -1.2702
C6 3.4630 1.3364 -1.5038
C7 4.1886 2.2103 -0.7099
C8 3.5631 2.8763 0.3287
C9 2.2125 2.6802 0.5665
S1 -1.2233 -0.3212 -1.4226
O2 -1.1206 0.6815 -2.4424
O3 -0.7225 -1.6307 -1.7303
C10 -2.9281 -0.4563 -0.9012
C11 -3.6053 -1.6525 -1.0367
C12 -4.9275 -1.7256 -0.6461
C13 -5.5650 -0.6118 -0.1090
C14 -4.8537 0.5841 0.0646
C15 -3.5309 0.6561 -0.3527
O4 -5.4159 1.6886 0.6452
C16 -6.6248 1.4122 1.3207
C17 -7.5153 0.5214 0.4572
O5 -6.8838 -0.7204 0.2291
N2 0.5290 -2.5088 0.5722
N3 1.6792 -1.8287 0.5994
C18 2.7086 -2.2893 0.0114
C19 3.9854 -1.6147 0.1172
C20 4.1800 -0.6020 1.0598
C21 5.4028 0.0231 1.1773
C22 6.4327 -0.3633 0.3356
F1 7.6293 0.2498 0.4419
C23 6.2717 -1.3594 -0.6109
C24 5.0457 -1.9876 -0.7100
H1 -1.4943 -0.1146 1.6614
H2 0.2981 -0.2336 1.7880
H3 -0.5095 2.1350 -0.9021
H4 -0.3530 2.1091 0.8746
H5 1.5313 0.4786 -1.8889
H6 3.9507 0.8119 -2.3121
H7 5.2388 2.3724 -0.9021
H8 4.1254 3.5554 0.9530
H9 1.7258 3.2102 1.3736
H10 -3.0872 -2.5037 -1.4433
H11 -5.4945 -2.6364 -0.7480
H12 -2.9954 1.5852 -0.2461
H13 -6.4141 0.9011 2.2698
H14 -7.0958 2.3760 1.5179
H15 -7.7088 1.0230 -0.5005
H16 -8.4607 0.3009 0.9544
H17 0.4847 -3.4305 0.1309
H18 2.6733 -3.2094 -0.5819
H19 3.3549 -0.3203 1.6924
H20 5.5701 0.8022 1.9037
H21 7.0978 -1.6316 -1.2487
H22 4.9038 -2.7688 -1.4421

Summary:
LUMO = 0.40 eV
Frontier orbital gap = 8.8 eV
Highest occupied orbital energy = -8.4 eV


Below is a structure of composition C37H29N7O2S2Y, with properties calculated with wB97M-V/def2-TZVPD.

Positions of all 78 atoms, in Å:
Y1 0.1054 0.0668 0.0179
C1 -1.5056 4.5639 0.0961
C2 -0.4038 5.3580 0.3515
C3 0.8031 4.7460 0.6477
C4 0.8841 3.3594 0.6663
N1 -0.1825 2.5895 0.3931
C5 -1.3443 3.1887 0.1317
C6 2.1555 2.6589 0.9840
C7 3.2920 3.3489 1.3953
C8 4.4439 2.6358 1.6671
C9 4.4486 1.2672 1.4764
C10 3.2832 0.6458 1.0375
N2 2.1517 1.3303 0.8537
C11 3.2659 -0.8103 0.7495
C12 4.4512 -1.4902 0.4942
C13 4.4148 -2.8467 0.2230
C14 3.1923 -3.4893 0.2279
C15 2.0565 -2.7372 0.4800
N3 2.0743 -1.4256 0.7248
H1 -2.4734 4.9882 -0.1281
H2 -0.4737 6.4371 0.3241
H3 1.6677 5.3593 0.8477
H4 -2.1902 2.5410 -0.0476
H5 3.2879 4.4194 1.5252
H6 5.3303 3.1490 2.0148
H7 5.3394 0.6929 1.6809
H8 5.3947 -0.9653 0.4771
H9 5.3236 -3.3906 0.0022
H10 3.1063 -4.5485 0.0319
H11 1.0838 -3.2040 0.4858
O1 1.5904 0.1771 -1.4738
C16 1.8312 -0.5624 -2.5243
C17 3.1559 -0.8546 -2.9039
C18 3.4369 -1.6220 -4.0122
C19 2.4068 -2.1193 -4.8151
C20 1.1049 -1.8304 -4.4805
C21 0.7886 -1.0741 -3.3414
C22 -0.5907 -0.7931 -3.0485
N4 -1.0204 -0.3033 -1.9372
N5 -2.3907 -0.0892 -1.8836
C23 -2.8083 0.2399 -0.6888
O2 -2.0549 0.3006 0.3640
C24 -4.2410 0.6088 -0.5650
C25 -5.0089 0.9104 -1.6887
C26 -6.3355 1.2792 -1.5423
C27 -6.9065 1.3488 -0.2777
C28 -6.1441 1.0538 0.8432
C29 -4.8142 0.6913 0.7016
H12 3.9539 -0.4432 -2.2978
H13 4.4674 -1.8300 -4.2723
H14 2.6296 -2.7088 -5.6935
H15 0.2904 -2.1931 -5.0987
H16 -1.3280 -1.0141 -3.8211
H17 -4.5524 0.8508 -2.6667
H18 -6.9295 1.5196 -2.4144
H19 -7.9452 1.6326 -0.1678
H20 -6.5855 1.1126 1.8301
H21 -4.1981 0.4680 1.5637
C30 1.2828 1.2493 3.8737
C31 0.5672 -0.0429 3.6678
N6 -0.0428 -0.4181 2.5809
C32 -0.6774 -1.6325 2.7522
C33 -0.4976 -2.2044 3.9703
S1 0.4369 -1.1754 4.9661
C34 -1.4887 -2.2271 1.6884
C35 -2.7064 -2.7920 1.8695
S2 -3.2356 -3.5243 0.4183
C36 -1.7924 -2.9995 -0.3723
N7 -0.9869 -2.3248 0.4029
C37 -1.5168 -3.3892 -1.7815
H22 0.8594 2.0111 3.2243
H23 2.3474 1.1473 3.6509
H24 1.1935 1.5706 4.9099
H25 -0.8567 -3.1565 4.3244
H26 -3.3131 -2.8142 2.7599
H27 -1.7487 -4.4433 -1.9315
H28 -0.4704 -3.2139 -2.0235
H29 -2.1386 -2.8147 -2.4696

Summary:
LUMO = -2.98 eV
Total charge = +1
Frontier orbital gap = 6.7 eV
Highest occupied orbital energy = -9.7 eV


no.,E (eV)
1,-52038.557
2,-67281.588
3,-7253.973
4,-80153.022
5,-12192.920
6,-61324.012
7,-52826.898
8,-12348.790
9,-41087.971
10,-53504.089
11,-76081.164